[1]
2 unconnected molecules or ions with the total composition C4H14N2O. Source: OMol25; level of theory: ωB97M-V/def2-TZVPD.

As for the multiplicity: 1. Its SMILES is NCCCCN.O. The energy above the lowest of the compared OMol25 structures with the same formula, charge and spin is 132.65 kJ/mol. As for the net charge: 0.

Positions of all 21 atoms, in Å:
C 1.3832 -1.0182 0.5101
C 0.2822 -1.2476 -0.5085
C -0.6298 -0.0094 -0.6349
C -1.7040 0.1420 0.4273
N -2.8189 -0.8306 0.2822
N 2.5614 -0.3962 -0.1378
H 1.0285 -0.3244 1.2607
H 1.6952 -1.9082 1.0456
H 0.7429 -1.3572 -1.4916
H -0.3098 -2.1430 -0.2832
H -1.0840 -0.1021 -1.6214
H 0.0069 0.8602 -0.4863
H -1.2781 0.0463 1.4347
H -2.0923 1.1610 0.3477
H -2.7413 -1.2716 -0.6257
H -3.6975 -0.3320 0.2887
H 2.7259 0.5279 0.2292
H 3.4181 -0.9170 0.0030
H 0.9001 3.2074 0.7708
H 0.7819 2.5329 -0.6377
O 0.8293 3.3798 -0.1730

Forces on atoms 1 to 6 (eV/Å):
C 0.76 0.30 -0.22
C -0.41 0.15 -0.04
C 0.17 -0.96 0.65
C -0.65 -0.20 -0.01
N 0.55 0.26 -0.01
N -0.02 0.05 0.03

[2]
A molecular structure, C35H73BrCl2N4SSbSiTi. Source: OMol25; level of theory: ωB97M-V/def2-TZVPD.

As for the multiplicity: 2. The energy above the lowest of the compared OMol25 structures with the same formula, charge and spin is 39.27 kJ/mol. Its expectation value of S² is 0.758. As for the net charge: +2.

Positions of all 119 atoms, in Å:
Ti -0.9944 -0.0201 1.6319
C 0.5352 2.5307 3.5370
C 0.7253 1.1047 4.0331
N -0.4319 0.2180 3.7004
C -0.3042 -1.1327 4.3550
C -0.6310 -2.2567 3.3788
N -1.7943 -1.8643 2.5278
C -3.1088 -1.9752 3.2308
C -3.6693 -0.6681 3.7748
C -4.1166 0.3283 2.7129
N -3.0106 0.9171 1.8977
C -2.8057 2.3633 2.1912
C -1.7431 2.9096 1.2562
N -0.5238 2.0515 1.3032
C 0.6286 2.6653 2.0239
H 1.3312 3.1359 3.9734
H -0.4056 2.9500 3.9100
H 0.8616 1.0963 5.1160
H 1.6104 0.6555 3.5792
H -1.2539 0.6715 4.0977
H -0.9497 -1.1657 5.2331
H 0.7254 -1.2563 4.6885
H -0.8307 -3.1837 3.9200
H 0.2231 -2.4275 2.7266
H -1.8190 -2.5414 1.7670
H -3.0067 -2.6998 4.0401
H -3.8246 -2.3825 2.5173
H -2.9782 -0.1973 4.4800
H -4.5525 -0.9256 4.3632
H -4.6505 1.1479 3.1949
H -4.8219 -0.1547 2.0387
H -3.3010 0.8741 0.9151
H -2.5014 2.4600 3.2353
H -3.7386 2.9171 2.0681
H -1.5012 3.9405 1.5155
H -2.1243 2.9012 0.2339
H -0.2016 1.8903 0.3392
H 0.7070 3.7132 1.7307
H 1.5279 2.1534 1.6782
Cl -5.4051 0.8629 -0.7863
C -5.4402 -0.9008 -0.8470
Cl -3.8838 -1.6010 -0.3087
H -5.5988 -1.2114 -1.8721
H -6.2200 -1.2608 -0.1878
C -0.8198 3.9737 -2.7521
C -1.4631 3.1270 -3.8627
C -2.9836 3.3046 -3.7259
C -1.0225 3.7100 -5.2235
Si -0.9754 1.2894 -3.8016
Br -1.3927 0.7548 -1.5298
C 0.8731 0.9130 -4.0074
C 1.1743 0.7851 -5.5175
C 1.7600 2.0340 -3.4474
C 1.3018 -0.3781 -3.2935
C -2.1654 0.0881 -4.6784
C -1.6103 -1.3447 -4.7002
C -2.3660 0.5664 -6.1318
C -3.5447 -0.0067 -4.0011
H -1.1808 5.0015 -2.8548
H 0.2641 4.0052 -2.8038
H -1.1053 3.6237 -1.7569
H -3.2089 4.3747 -3.6950
H -3.3711 2.8568 -2.8067
H -3.5306 2.8871 -4.5705
H -1.3554 4.7495 -5.2901
H -1.4530 3.1766 -6.0707
H 0.0622 3.7092 -5.3405
H 0.8532 1.6609 -6.0857
H 0.7123 -0.0930 -5.9660
H 2.2551 0.6897 -5.6537
H 1.6347 2.9763 -3.9788
H 2.8061 1.7356 -3.5633
H 1.5836 2.2033 -2.3820
H 0.7268 -1.2543 -3.5847
H 1.2337 -0.2732 -2.2104
H 2.3501 -0.5764 -3.5406
H -0.6932 -1.4428 -5.2781
H -2.3558 -1.9969 -5.1659
H -1.4239 -1.7214 -3.6913
H -1.4247 0.6958 -6.6694
H -2.9155 1.5064 -6.1821
H -2.9506 -0.1819 -6.6741
H -3.4661 -0.5155 -3.0376
H -4.1990 -0.6027 -4.6454
H -4.0261 0.9540 -3.8393
S 1.2163 -0.5486 1.0214
C 0.9481 -1.9353 -0.0602
C -0.3509 -2.2816 -0.4183
C -0.6229 -3.3180 -1.2935
C 0.4423 -4.0348 -1.8261
C 1.7447 -3.7079 -1.4698
C 2.0045 -2.6653 -0.5878
H -1.1607 -1.6604 -0.0335
H -1.6429 -3.5599 -1.5647
H 0.2565 -4.8425 -2.5211
H 2.5712 -4.2666 -1.8890
H 3.0230 -2.4122 -0.3196
C 4.8018 1.0205 1.8764
C 5.1242 -0.4725 1.9481
Sb 3.9109 -1.5098 3.3851
C 5.3163 -1.3847 5.0036
C 4.8938 -2.2117 6.2178
C 4.3984 -3.5023 2.7250
C 5.8656 -3.8909 2.8946
H 5.4355 1.5326 1.1500
H 4.9566 1.5109 2.8404
H 3.7629 1.1829 1.5749
H 6.1645 -0.6305 2.2349
H 4.9746 -0.9482 0.9761
H 5.4115 -0.3278 5.2608
H 6.2828 -1.7144 4.6204
H 3.9045 -1.9222 6.5797
H 5.5930 -2.0869 7.0457
H 4.8589 -3.2778 5.9830
H 4.1067 -3.5451 1.6724
H 3.7456 -4.1924 3.2619
H 6.5299 -3.1923 2.3824
H 6.0552 -4.8825 2.4798
H 6.1568 -3.9190 3.9444

Forces on atoms 1 to 6 (eV/Å):
Ti 0.84 -0.12 -0.18
C -0.04 -0.11 -0.08
C -0.06 -0.01 -0.15
N -0.08 -0.08 0.16
C 0.01 0.04 -0.05
C -0.10 0.16 0.18

Number 1: E_tot -345.52566 Eh. Number 2: E_tot -6867.88071 Eh.